C30H58Br3Cl26F3N7O2 | ωB97M-V/def2-TZVPD

Geometry (Å):
N 8.70531 -1.66842 -1.17632
C 7.92998 -0.97673 -1.86056
N 7.35472 -1.55592 -3.05979
N 7.68858 0.36206 -1.41175
C 6.52676 1.00214 -2.07167
C 5.86614 2.15666 -1.20068
C 4.51184 2.52237 -1.92958
C 3.44099 1.53212 -1.33764
N 2.15646 1.65568 -2.02152
Br 2.18862 1.31286 -3.86766
C 1.02760 1.99333 -1.47452
N 1.03127 2.21575 -0.12117
C -0.22105 2.73052 0.42535
C -0.23469 2.56355 1.98479
C -0.90460 1.25149 2.46893
F -2.04926 0.92536 1.80764
Br -1.44168 1.59692 4.34832
C 0.01558 -0.02133 2.51149
F 0.29710 -0.54517 1.29693
F 1.10840 0.20520 3.24373
Br -0.98613 -1.45852 3.44600
N -0.05991 2.08872 -2.34108
C -0.55421 3.45651 -2.61781
C -1.98239 3.81537 -2.10561
C -3.04257 3.53980 -3.24714
N -4.26955 2.90754 -2.71028
C -1.04793 1.03086 -2.20991
C -0.44310 -0.40073 -2.01695
C -1.69207 -1.31675 -1.66402
C -1.49499 -2.75852 -2.12773
O -1.95616 -3.10495 -3.12936
O -0.76680 -3.65145 -1.43280
H 8.74582 -2.56632 -1.66060
H 7.28154 -0.86045 -3.79820
H 6.39115 -1.78966 -2.82744
H 8.50200 0.93285 -1.60755
H 5.75345 0.22946 -2.24094
H 6.76734 1.41595 -3.07257
H 6.47429 3.06818 -1.20474
H 5.63388 1.81701 -0.18030
H 4.17302 3.54032 -1.68643
H 4.69944 2.35101 -2.99913
H 3.43297 1.72411 -0.25801
H 3.79090 0.49266 -1.47648
H 1.45496 1.46060 0.40605
H -0.34239 3.80677 0.20900
H -1.13343 2.23593 0.06485
H -0.77162 3.39777 2.46112
H 0.81807 2.57104 2.33001
H 0.14752 4.16378 -2.12301
H -0.44363 3.65037 -3.70134
H -2.31098 3.26394 -1.21606
H -2.03654 4.89195 -1.87845
H -2.63933 2.85952 -4.01527
H -3.32054 4.47149 -3.77281
H -4.57387 3.52053 -1.95965
H -3.96576 2.03302 -2.29463
H -1.60798 0.97521 -3.16532
H -1.81115 1.14632 -1.41688
H -0.02330 -0.80490 -2.94911
H 0.22721 -0.47351 -1.14659
H -2.62856 -0.86228 -2.01967
H -1.74093 -1.31667 -0.55356
H -0.57888 -3.32453 -0.54501
C 9.83276 3.65935 -0.36773
Cl 10.07122 3.31245 -2.08478
Cl 8.55204 2.64626 0.31399
H 10.75700 3.46249 0.16404
H 9.55635 4.70190 -0.25401
C 6.35778 4.18271 2.66148
Cl 4.93280 3.86320 1.65014
Cl 6.05005 3.76834 4.34883
H 7.18763 3.58439 2.29512
H 6.60493 5.23692 2.59735
C 2.27378 7.01383 1.39389
Cl 2.52081 6.66381 -0.32074
Cl 1.00402 5.99112 2.08289
H 3.20020 6.82862 1.92655
H 1.98501 8.05335 1.50197
C -3.22985 -5.63682 -0.70600
Cl -4.12154 -7.15360 -0.58617
Cl -3.27333 -4.73378 0.81942
H -2.19772 -5.85466 -0.95375
H -3.67596 -5.02922 -1.48631
C 4.26141 -1.55908 1.11558
Cl 3.03819 -0.27488 1.15957
Cl 5.31841 -1.40288 -0.28547
H 4.86194 -1.49809 2.01650
H 3.75708 -2.51801 1.07032
C -5.34437 1.44298 5.72162
Cl -6.06559 2.96391 5.18573
Cl -3.89017 1.72720 6.69160
H -6.06479 0.90590 6.32104
H -5.07667 0.85470 4.85099
C -0.21389 0.88021 7.93545
Cl -0.47228 1.61035 9.52255
Cl 1.14029 1.63696 7.08692
H -0.00083 -0.17515 8.06480
H -1.11390 1.00508 7.34238
C -3.29029 -5.00490 -5.71502
Cl -4.13915 -6.21480 -4.74262
Cl -2.34614 -5.75949 -7.00441
H -4.02138 -4.33817 -6.15897
H -2.62184 -4.44569 -5.06995
C -4.82674 -9.99040 -4.62789
Cl -6.42864 -10.33436 -5.28784
Cl -4.57144 -10.82139 -3.08642
H -4.07568 -10.32463 -5.33565
H -4.73448 -8.92293 -4.46775
C -8.15914 0.06260 3.53268
Cl -8.15647 -0.15774 5.28647
Cl -6.59706 -0.36999 2.82046
H -8.92717 -0.56996 3.10190
H -8.36912 1.10345 3.31131
C -7.69836 3.05076 -4.29210
Cl -9.21728 3.71623 -3.67983
Cl -7.09596 3.97542 -5.67213
H -6.95620 3.08123 -3.50180
H -7.86477 2.02551 -4.60383
C -2.80997 -13.87745 -3.97479
Cl -2.42404 -14.10364 -5.68560
Cl -1.37002 -13.45215 -3.04018
H -3.53780 -13.07766 -3.88209
H -3.22251 -14.80057 -3.58270
C -3.11520 1.67429 12.43415
Cl -4.69467 1.43794 11.67616
Cl -3.00948 0.82478 13.97954
H -2.34640 1.29174 11.76973
H -2.96238 2.73435 12.60453

Calculated values
Kohn-Sham gap, eV: 7.7
Total charge: +1
F_max, eV/Å: 4.684
Electronic energy, eV: -590431.1547
LUMO, eV: -3.59

Results of the Löwdin charge analysis, in e, for atoms 1 through 4:
1 N 0.14
2 C -0.60
3 N 0.09
4 N -0.03



C32H34F2N5O8P | ωB97M-V/def2-TZVPD

Geometry (Å):
C -0.28002 -0.16838 0.95128
C 0.37343 0.75374 -0.05075
O 0.02756 0.49458 -1.43306
P -1.42045 0.74641 -2.03795
O -1.41127 0.54482 -3.49306
C -1.98546 2.41810 -1.65504
C -2.18153 2.80652 -0.15878
C -3.48981 3.48303 0.02725
C -4.61705 2.94543 0.47563
N -4.78572 1.61013 0.93232
C -5.81696 0.91465 0.25030
O -6.02801 1.02327 -0.90370
F -6.48814 0.10746 1.05781
C -4.73004 1.49339 2.35140
O -4.79868 2.37772 3.12702
F -4.49298 0.23615 2.69582
C -5.70973 3.95260 0.36312
O -6.87478 3.81469 0.53639
O -5.12924 5.12985 -0.05147
C -3.78151 4.91790 -0.26420
O -3.02698 5.77102 -0.59156
O -2.42597 -0.21922 -1.25978
C -3.26072 -1.11315 -2.03327
C -4.16409 -1.89336 -1.07448
H -1.36358 -0.06543 1.02406
H 0.14628 0.02313 1.93528
H -0.05654 -1.20624 0.70491
H 0.22999 1.80961 0.18559
H 1.44784 0.58220 0.01051
H -1.33078 3.12190 -2.16559
H -2.95169 2.46177 -2.16387
H -2.11880 1.94221 0.49415
H -1.39365 3.50996 0.11692
H -3.87101 -0.52933 -2.72057
H -2.64001 -1.80398 -2.59865
H -3.76908 -1.87841 -0.05961
H -5.18445 -1.51540 -1.09131
H -4.21192 -2.93431 -1.39780
C 4.18923 -2.46638 3.89928
C 3.91363 -1.16229 4.28064
C 3.13145 -0.38116 3.44447
N 2.62954 -0.81864 2.28772
C 2.90417 -2.07472 1.93420
C 3.67480 -2.93537 2.70123
H 4.79700 -3.10728 4.52575
H 4.29513 -0.75333 5.20644
H 2.89828 0.64450 3.71208
H 2.49248 -2.40526 0.98694
H 3.86739 -3.94156 2.35860
C 6.68565 -5.02761 -1.76610
C 6.66418 -3.71767 -1.31569
C 5.55456 -3.28192 -0.60749
N 4.50399 -4.05336 -0.33655
C 4.53861 -5.30984 -0.77716
C 5.60019 -5.84376 -1.49162
H 7.53357 -5.40601 -2.32244
H 7.48832 -3.04461 -1.50804
H 5.49991 -2.26406 -0.23530
H 3.66935 -5.91606 -0.54572
H 5.57337 -6.87242 -1.82390
C -0.45380 -0.99974 -7.83050
C -0.96743 -0.58662 -6.61294
C -1.83773 -1.43388 -5.94344
N -2.20740 -2.62888 -6.40573
C -1.70388 -3.01092 -7.57852
C -0.82873 -2.23932 -8.32683
H 0.22961 -0.36822 -8.38438
H -0.70465 0.36619 -6.17539
H -2.24693 -1.13801 -4.98659
H -2.02059 -3.98606 -7.93365
H -0.45100 -2.60295 -9.27303
C 1.85227 4.77454 6.79686
C 3.13540 4.81855 6.27610
C 3.54137 3.79423 5.43428
N 2.76484 2.76596 5.09862
C 1.53493 2.73680 5.60842
C 1.03178 3.71121 6.45674
H 1.49763 5.55560 7.45695
H 3.81007 5.62902 6.51509
H 4.53704 3.79426 5.00445
H 0.92468 1.88647 5.32138
H 0.02330 3.63555 6.83948

Calculated values
Kohn-Sham gap, eV: 7.8
F_max, eV/Å: 1.331
Electronic energy, eV: -72292.0583
LUMO, eV: -1.34

Results of the Löwdin charge analysis, in e, for atoms 1 through 4:
1 C -0.09
2 C -0.25
3 O -0.17
4 P 0.48



C4H7NO | ωB97M-V/def2-TZVPD

Geometry (Å):
N 1.63927 -0.84759 -0.40300
C 0.70799 0.65610 0.01281
O 1.16477 1.61497 -0.50702
C -0.36636 0.07383 0.69968
C -1.32745 -0.33314 -0.51102
C -1.73372 0.66695 0.53234
H 2.08610 -1.29350 0.39535
H 2.33206 -0.66614 -1.12665
H -0.15396 -0.71480 1.41650
H -1.01567 0.22360 -1.41222
H 0.87878 -1.44688 -0.74850
H -2.43251 0.32375 1.29800
H -1.77928 1.74286 0.35373

Calculated values
Kohn-Sham gap, eV: 7.2
F_max, eV/Å: 0.904
Electronic energy, eV: -7794.5989
LUMO, eV: 0.28

Results of the Löwdin charge analysis, in e, for atoms 1 through 4:
1 N 0.17
2 C -0.32
3 O 0.13
4 C -0.34



C24H26MgN4S2Si | ωB97M-V/def2-TZVPD

Geometry (Å):
C 0.87235 2.07218 1.41664
C -0.17298 2.43504 0.51572
C -1.42288 2.24012 1.18357
H -0.03877 2.85577 -0.48873
C -1.14778 1.78953 2.51643
C 0.27945 1.65631 2.64411
H 0.81633 1.46627 3.58560
H 1.94818 2.14441 1.21964
H -2.40833 2.50896 0.79256
H -1.87255 1.74030 3.33883
Mg -0.75346 -0.20437 1.37496
C -1.01288 -1.95947 -1.43060
H -1.68217 -1.88724 -0.58022
H -0.48980 -2.90700 -1.30181
H -1.62458 -1.95926 -2.34583
Si 0.18068 -0.50568 -1.63834
C 1.71629 -0.41540 -2.64409
C 2.43251 0.79840 -2.57268
H 1.91459 1.75766 -2.45518
C 3.82778 0.74301 -2.52458
H 4.39818 1.64924 -2.29770
C 4.47842 -0.48615 -2.73667
H 5.57576 -0.53158 -2.67237
C 3.73020 -1.62028 -3.08958
H 4.25772 -2.55142 -3.31163
C 2.33278 -1.57820 -3.09968
H 1.73868 -2.44120 -3.38053
C -0.92494 0.68196 -2.56292
C -0.47141 1.60202 -3.51114
H 0.52787 1.53512 -3.93475
C -1.29077 2.68301 -3.85976
H -0.94874 3.42709 -4.57423
C -2.50780 2.85637 -3.21232
H -3.08104 3.75742 -3.34575
C -2.99067 1.92403 -2.30071
H -3.93291 2.02588 -1.76320
C -2.21404 0.81009 -2.01542
H -2.57173 0.10624 -1.25006
H -0.32307 0.34873 -0.33891
H 1.12249 -0.18947 -0.46751
N -4.06992 -0.41327 2.40389
C -3.16475 -1.16800 3.03298
N -1.88804 -1.19964 2.70550
C -1.11935 -2.03439 3.53932
C -1.89824 -2.70383 4.45626
S -3.60094 -2.27225 4.31898
C 0.30674 -2.06049 3.31492
C 1.29843 -2.72251 4.01383
S 2.88219 -2.38220 3.39688
C 2.13008 -1.32926 2.17700
N 0.80912 -1.29485 2.24210
N 2.90445 -0.68697 1.29271
H -5.00711 -0.48025 2.76270
H -3.83598 0.20551 1.63164
H -1.47841 -3.40683 5.16414
H 1.08074 -3.37604 4.84680
H 3.90131 -0.84938 1.32126
H 2.48274 -0.20376 0.49795

Calculated values
Kohn-Sham gap, eV: 5.7
F_max, eV/Å: 2.876
Electronic energy, eV: -66261.0280
LUMO, eV: -0.25

Results of the Löwdin charge analysis, in e, for atoms 1 through 4:
1 C -0.18
2 C -0.18
3 C -0.22
4 H 0.10



C37H37N7NiO | ωB97M-V/def2-TZVPD

Geometry (Å):
Ni 0.21335 1.28559 -0.44979
C 4.57945 1.07489 -1.35789
C 4.96895 2.34169 -0.94389
C 3.98485 3.29639 -0.77659
C 2.64945 2.94769 -0.97849
N 2.26865 1.68129 -1.23379
C 3.22905 0.80009 -1.48149
C 1.56255 3.90779 -0.85749
C 1.76295 5.25389 -1.16429
C 0.73705 6.15559 -0.98179
C -0.48385 5.70939 -0.49479
C -0.68895 4.36589 -0.21849
C 0.31225 3.40659 -0.41829
H 5.29945 0.29819 -1.55859
H 6.00645 2.58379 -0.76549
H 4.22935 4.30119 -0.46929
H 2.90805 -0.18251 -1.78519
H 2.71385 5.57649 -1.57239
H 0.88785 7.20149 -1.21119
H -1.28425 6.42279 -0.34599
H -1.66235 4.05569 0.14181
C -1.96195 -3.18091 -2.84429
C -2.13445 -4.16561 -1.72749
C -2.96625 -5.26211 -1.90799
C -3.12235 -6.23041 -0.93489
C -2.43925 -6.11541 0.26311
C -1.60785 -5.03391 0.46951
C -1.45385 -4.04961 -0.50669
N -0.52785 -3.03151 -0.26399
C -0.66665 -1.66281 -0.45279
N -1.93625 -1.24581 -0.55399
C -2.46745 0.02509 -0.79899
C -1.68845 1.12439 -1.19389
C -2.38555 2.21349 -1.72089
C -3.77315 2.25889 -1.75129
C -4.50825 1.23759 -1.17789
C -3.86725 0.11329 -0.68949
C -4.67315 -0.97291 -0.02769
N 0.39475 -0.91461 -0.48549
C 1.60815 -1.62351 -0.57649
C 1.91005 -2.32281 -1.75149
C 3.09725 -3.01311 -1.88469
C 4.00225 -3.03351 -0.83769
C 3.71285 -2.35221 0.33131
C 2.52595 -1.65371 0.48481
C 2.21525 -0.91451 1.74701
H -2.15075 -3.66451 -3.80009
H -0.95495 -2.77301 -2.85289
H -2.65415 -2.34441 -2.75219
H -3.48445 -5.36631 -2.84979
H -3.76515 -7.07641 -1.11759
H -2.55835 -6.86341 1.03171
H -1.06425 -4.93431 1.39901
H 0.28435 -3.30631 0.27171
H -2.62345 -1.94481 -0.31019
H -1.84395 3.04839 -2.14429
H -4.27375 3.11219 -2.18799
H -5.58765 1.29219 -1.12519
H -5.67695 -0.60101 0.17051
H -4.22275 -1.26051 0.92361
H -4.76595 -1.85831 -0.66129
H 1.20905 -2.29471 -2.57399
H 3.32095 -3.52681 -2.81029
H 4.93355 -3.57101 -0.92909
H 4.42565 -2.35921 1.14461
H 2.97525 -1.08871 2.50711
H 1.24165 -1.22031 2.13201
H 2.16185 0.15529 1.53421
C 0.88565 2.34009 4.99901
N 0.17805 1.78569 3.87881
C -0.68135 0.64049 3.95291
C -0.92195 0.33849 2.45611
O -1.61525 -0.56671 2.06401
N -0.19255 1.23399 1.73171
C 0.44255 2.03589 2.58001
N 1.30765 2.97329 2.20331
H 0.38235 2.03359 5.91251
H 0.88615 3.43119 4.95361
H 1.92185 1.98849 5.02801
H -1.62125 0.86149 4.46161
H -0.20295 -0.21531 4.43751
H 1.23895 3.20439 1.19831
H 1.58595 3.68319 2.85881

Calculated values
Kohn-Sham gap (spin up / spin down), eV: 6.8 / 7.3
F_max, eV/Å: 1.318
Electronic energy, eV: -92491.9486
Expectation value of S²: 2.01
LUMO (spin up / spin down), eV: 0.38 / 0.37
Multiplicity: 3

Results of the Löwdin charge analysis, in e, for atoms 1 through 4:
1 Ni 0.61
2 C -0.05
3 C -0.06
4 C -0.01



C10H12BrN3 | ωB97M-V/def2-TZVPD

Geometry (Å):
C -0.57477 3.49327 0.77122
C -1.19331 2.30150 1.21307
C 0.09694 3.47409 -0.51149
C -0.98975 1.08893 0.59098
C 0.24195 2.25927 -1.11627
C -0.21836 1.02506 -0.57510
C 0.11433 -1.66245 0.72637
C -0.16697 -1.36029 -0.90426
C -0.91917 -2.47162 1.44834
C 0.80055 -2.22346 -1.76618
N 1.22946 -1.32813 1.12395
N 0.04436 0.00746 -1.32959
N 2.25218 -0.65626 1.14458
Br 3.59085 -0.62238 -0.24884
H -0.95000 4.49465 1.11746
H -1.66076 2.38360 2.19760
H 0.79594 4.25229 -0.83704
H -1.56855 0.25249 0.99044
H 0.61807 2.19503 -2.02283
H -1.18003 -1.69187 -1.06659
H -1.34287 -3.16335 0.74645
H -1.65065 -1.71698 1.82240
H -0.31243 -3.00272 2.20587
H 1.16537 -3.04670 -1.05601
H 1.57843 -1.72769 -2.10508
H 0.19918 -2.55373 -2.55945

Calculated values
Kohn-Sham gap (spin up / spin down), eV: 7.3 / 6.3
F_max, eV/Å: 6.328
Electronic energy, eV: -85071.1033
LUMO (spin up / spin down), eV: -0.76 / -1.39

Results of the Löwdin charge analysis, in e, for atoms 1 through 4:
1 C -0.05
2 C -0.09
3 C -0.06
4 C -0.02



C4H11N2O | ωB97M-V/def2-TZVPD

Geometry (Å):
C 0.68429 -0.20707 -0.50606
C -0.97066 0.33536 1.67516
C -0.73599 -2.03652 1.06504
C 0.76502 1.60190 -2.21373
N -0.97107 -0.67129 0.67094
N 0.20997 0.57799 -1.39035
O 1.77037 -0.51494 0.10367
H -1.12580 1.26833 1.29215
H -1.80556 0.18589 2.37748
H -0.13008 0.40939 2.35393
H -1.09077 -2.78059 0.30366
H 0.42639 -2.04709 1.28862
H -1.32790 -2.20117 1.92287
H 0.08870 1.86248 -3.16046
H 1.67720 1.40180 -2.55625
H 0.76797 2.46552 -1.52606
H -0.85469 0.66224 -1.40194
H 2.62260 -0.31224 -0.29867

Calculated values
Kohn-Sham gap, eV: 9.0
Total charge: +1
F_max, eV/Å: 5.870
Electronic energy, eV: -9343.0631
LUMO, eV: -4.37

Results of the Löwdin charge analysis, in e, for atoms 1 through 4:
1 C -0.14
2 C -0.13
3 C -0.11
4 C -0.02



C4H8N2O2 | ωB97M-V/def2-TZVPD

Geometry (Å):
C -0.28355 0.71115 0.34732
C -1.27597 1.74471 -0.08316
N 1.04079 0.95128 0.02208
C 0.16804 -1.54637 -0.47696
N -0.53609 -2.40287 0.30317
C 1.94101 -0.01466 0.03397
O 0.18909 -1.46433 -1.66597
O 1.50406 -1.20605 0.36150
H 1.29794 1.82834 -0.41965
H -0.41028 0.22996 1.30858
H -0.52239 -2.25026 1.29739
H -1.38176 -2.77241 -0.09991
H 2.94688 0.14837 -0.32546
H -2.27323 1.46174 0.25652
H -1.07978 2.75468 0.31472
H -1.32476 1.82672 -1.17414

Calculated values
Kohn-Sham gap (spin up / spin down), eV: 7.6 / 7.6
F_max, eV/Å: 0.590
Electronic energy, eV: -11350.6198
LUMO (spin up / spin down), eV: 0.94 / 0.94

Results of the Löwdin charge analysis, in e, for atoms 1 through 4:
1 C -0.24
2 C -0.12
3 N 0.04
4 C -0.53